C22H36MnN7OS2Si as an isolated structure, computed with ωB97M-V with the def2-TZVPD basis set.

Geometry as XYZ:
```
70
Properties=species:S:1:pos:R:3
N 1.444 3.165 -3.112
H 1.484 -2.341 0.836
C -1.220 0.965 0.287
C -1.998 -4.966 1.091
N 3.206 6.064 -1.205
C 1.890 1.919 -2.945
H -0.672 -3.979 -1.881
S 3.113 -0.425 0.559
C -2.109 -1.372 4.974
H 1.530 4.832 1.200
O 1.476 1.228 -1.976
H -3.806 1.891 -0.243
H -3.308 3.220 -1.263
H -1.874 2.921 0.797
Si -1.043 -2.365 0.573
N 2.734 1.398 -3.841
H -3.535 -1.531 1.913
H 1.503 6.434 0.583
H -2.219 -7.794 -0.754
H -0.264 1.070 0.824
C -0.807 -1.722 4.642
Mn 1.070 -0.091 -0.555
H 5.262 0.415 -0.964
N 1.763 5.468 0.458
H 3.752 1.187 2.670
H -0.052 -1.792 5.415
H -2.227 -4.600 2.086
C -2.754 -1.573 2.668
C -1.882 -1.221 -0.653
N 5.315 0.923 -0.098
N 4.454 1.366 1.972
H -3.600 0.456 -2.041
H -3.050 1.765 -3.051
C 2.793 5.119 -0.340
H -1.979 -1.762 -1.598
H -2.745 -6.935 1.500
C 4.374 0.750 0.811
C -1.446 -1.921 2.313
C 0.736 -1.975 0.134
C -1.126 -4.616 -1.125
C -1.417 -4.111 0.149
C -0.479 -1.995 3.320
C -1.713 2.344 -0.115
H -1.184 -6.311 -2.437
H 1.813 3.769 -3.826
H 2.920 7.025 -1.110
C -1.997 -6.765 -0.502
C -2.290 -6.284 0.765
H -0.948 2.870 -0.694
H 5.234 1.957 2.218
H 3.018 0.440 -3.742
H -1.902 0.528 1.016
H -2.367 -1.163 6.005
H 6.111 1.524 0.055
H -4.102 -1.035 4.248
H 0.975 -2.417 -0.848
C -2.863 1.256 -2.105
N -1.063 0.011 -0.880
C -3.084 -1.297 3.988
H -0.743 1.447 -2.394
H 0.948 3.589 -2.347
C -1.413 -5.932 -1.450
H -1.386 -0.087 -2.948
H 4.063 5.886 -1.700
H 3.047 1.907 -4.649
C -1.461 0.668 -2.167
H 0.541 -2.279 3.081
S 3.464 3.571 -0.323
H -2.892 -0.925 -0.355
C -3.013 2.232 -0.912
```

Properties
Gap between HOMO and LUMO (alpha / beta) (eV): 6.587 / 7.861
Total charge: +2
<S²>: 6.3183
DFT total energy (a.u.): -3554.95353
E_HOMO (alpha / beta) (eV): -13.3207 / -13.3252
Relative energy (zero: lowest compared OMol25 entry of this formula, charge and spin) (kcal/mol): 23.03
Spin multiplicity: 5

Atom charges from the natural (NBO) analysis, given in e for atoms 1 to 4: -0.7795 0.2548 -0.2421 -0.1785